1.
{
  "formula": "C26H30N2O6",
  "method": "ωB97M-V/def2-TZVPD",
  "multiplicity": 1,
  "mol_weight_g_mol": 466.53,
  "total_energy_ha": -1569.6848,
  "elements": ["C", "O", "C", "C", "C", "C", "C", "O", "C", "C", "O", "C", "O", "N", "C", "C", "C", "N", "C", "C", "O", "C", "C", "C", "C", "C", "C", "C", "O", "C", "C", "C", "C", "C", "H", "H", "H", "H", "H", "H", "H", "H", "H", "H", "H", "H", "H", "H", "H", "H", "H", "H", "H", "H", "H", "H", "H", "H", "H", "H", "H", "H", "H", "H"],
  "xyz": [[0.8852, -1.8639, 5.6521], [-0.3404, -1.5793, 5.0163], [-0.4918, -0.3778, 4.4051], [-1.7164, -0.1696, 3.7639], [-1.9396, 0.9763, 3.0374], [-0.9564, 1.9611, 2.9560], [-1.0852, 3.1306, 2.0774], [-0.7408, 4.2969, 2.5998], [-1.4172, 3.0274, 0.7531], [-1.2507, 4.1468, -0.1334], [-0.9911, 5.3006, 0.1978], [-1.3847, 3.6071, -1.5460], [-1.3123, 4.2131, -2.5915], [-1.6068, 2.2754, -1.4196], [-1.8354, 1.4180, -2.5551], [-0.5967, 0.6005, -2.9257], [-0.8517, -0.2621, -4.1728], [0.1596, -1.2215, -4.5385], [1.4557, -0.7177, -4.9472], [2.4757, -0.6549, -3.8008], [2.5983, -1.9090, -3.1620], [1.3587, -2.3274, -2.6371], [0.2917, -2.4228, -3.7394], [-1.6998, 1.7871, -0.0542], [-0.7306, 0.6709, 0.2601], [-1.1859, -0.6092, 0.5286], [-0.3173, -1.6141, 0.9182], [1.0397, -1.3430, 1.0476], [1.9721, -2.2293, 1.4818], [1.5514, -3.5229, 1.8457], [1.5110, -0.0675, 0.7243], [0.6367, 0.9226, 0.3388], [0.2271, 1.7892, 3.6660], [0.4698, 0.6276, 4.3725], [1.7205, -1.8208, 4.9462], [1.0741, -1.1791, 6.4842], [0.7881, -2.8776, 6.0377], [-2.4682, -0.9393, 3.8366], [-2.8873, 1.1240, 2.5443], [-0.7621, 4.9872, 1.8798], [-2.6742, 0.7499, -2.3320], [-2.1081, 2.0702, -3.3900], [0.2289, 1.2896, -3.1102], [-0.3328, -0.0429, -2.0869], [-1.7811, -0.8226, -4.0281], [-0.9950, 0.3978, -5.0347], [1.3349, 0.2681, -5.3967], [1.8457, -1.4060, -5.7075], [3.4682, -0.4166, -4.1874], [2.1855, 0.1057, -3.0609], [1.5358, -3.3110, -2.1967], [1.0412, -1.6353, -1.8414], [-0.6743, -2.6750, -3.2999], [0.5885, -3.2297, -4.4216], [-2.7241, 1.4189, 0.1133], [-2.2401, -0.8323, 0.4486], [-0.7137, -2.5933, 1.1325], [2.4481, -4.0393, 2.1845], [1.1270, -4.0617, 0.9928], [0.8188, -3.4918, 2.6589], [2.5700, 0.1205, 0.7988], [1.0119, 1.9075, 0.1026], [0.9791, 2.5623, 3.6318], [1.4128, 0.5133, 4.8822]]
}

2.
{
  "formula": "C26H30N4O3",
  "method": "ωB97M-V/def2-TZVPD",
  "multiplicity": 1,
  "mol_weight_g_mol": 446.55,
  "total_energy_ha": -1453.5539,
  "elements": ["C", "C", "O", "C", "O", "C", "C", "C", "C", "C", "C", "C", "C", "C", "N", "C", "C", "C", "O", "N", "C", "C", "N", "C", "C", "C", "C", "C", "N", "C", "C", "C", "C", "H", "H", "H", "H", "H", "H", "H", "H", "H", "H", "H", "H", "H", "H", "H", "H", "H", "H", "H", "H", "H", "H", "H", "H", "H", "H", "H", "H", "H", "H"],
  "xyz": [[-6.1158, -0.5555, -2.0460], [-5.5961, -0.9476, -0.6752], [-4.3691, -0.2644, -0.4468], [-3.7431, -0.5462, 0.7139], [-4.1930, -1.3408, 1.5137], [-2.5018, 0.1949, 0.8474], [-1.9972, 1.1631, -0.0576], [-0.8000, 1.6032, 0.4363], [0.0591, 2.6422, -0.1273], [0.4346, 3.7611, 0.6116], [1.2224, 4.7436, 0.0412], [1.6375, 4.6278, -1.2738], [1.2506, 3.5286, -2.0218], [0.4642, 2.5449, -1.4551], [-0.5465, 0.9266, 1.6092], [0.6591, 1.0132, 2.3900], [1.6131, -0.1664, 2.1455], [2.5563, 0.1269, 0.9872], [2.5077, 1.1648, 0.3575], [3.4903, -0.8195, 0.7116], [3.6044, -2.1220, 1.3240], [2.8826, -3.1724, 0.4402], [2.6652, -2.6212, -0.8803], [1.4139, -2.1166, -1.1666], [1.1423, -1.3619, -2.3165], [-0.1655, -1.0184, -2.5866], [-1.1776, -1.4171, -1.7232], [-0.8086, -2.1319, -0.6006], [0.4394, -2.4666, -0.3226], [3.8684, -2.0022, -1.3839], [4.1986, -0.7377, -0.5516], [-1.5670, 0.0685, 1.8659], [-1.6205, -0.8069, 3.0643], [-6.2673, 0.5197, -2.0932], [-7.0597, -1.0576, -2.2378], [-5.4001, -0.8385, -2.8136], [-5.4207, -2.0284, -0.6090], [-6.3085, -0.6747, 0.1126], [-2.4856, 1.5102, -0.9450], [0.0892, 3.8745, 1.6304], [1.5115, 5.6058, 0.6256], [2.2582, 5.3940, -1.7153], [1.5692, 3.4376, -3.0506], [0.1700, 1.6779, -2.0273], [1.1814, 1.9314, 2.1134], [0.3889, 1.0544, 3.4493], [2.1958, -0.3498, 3.0498], [1.0467, -1.0658, 1.8958], [3.1998, -2.1166, 2.3331], [4.6737, -2.3519, 1.3892], [3.4925, -4.0766, 0.3497], [1.9063, -3.4343, 0.8455], [1.9270, -1.0517, -2.9866], [-0.3977, -0.4458, -3.4738], [-2.2085, -1.1675, -1.9081], [-1.5412, -2.4601, 0.1253], [4.6699, -2.7411, -1.2886], [3.7676, -1.7567, -2.4391], [3.8543, 0.1708, -1.0489], [5.2759, -0.6594, -0.3721], [-1.4594, -0.2325, 3.9769], [-0.8675, -1.5938, 3.0199], [-2.6016, -1.2713, 3.1052]]
}

3.
{
  "formula": "C26H30O4PPt",
  "method": "ωB97M-V/def2-TZVPD",
  "charge": 3,
  "multiplicity": 1,
  "mol_weight_g_mol": 632.57,
  "total_energy_ha": -1769.2605,
  "elements": ["Pt", "O", "C", "O", "C", "P", "C", "C", "C", "C", "C", "C", "C", "C", "C", "C", "C", "C", "H", "H", "H", "H", "H", "H", "H", "H", "H", "H", "H", "H", "C", "C", "O", "H", "H", "H", "H", "H", "H", "C", "C", "C", "C", "C", "C", "C", "O", "C", "C", "C", "H", "H", "H", "H", "H", "H", "H", "H", "H", "H", "H", "H"],
  "xyz": [[-0.0077, -1.0232, 0.1782], [2.9153, 2.5828, -0.3295], [2.0948, 1.7803, -0.1613], [1.0006, 1.3817, 0.0227], [3.3910, 0.0914, -0.2225], [2.6206, -1.3775, -0.0653], [1.7121, -1.5872, 1.4839], [1.9017, -0.5942, 2.5061], [1.4237, -0.8138, 3.7675], [0.7698, -2.0190, 4.0766], [0.6262, -3.0236, 3.1312], [1.1261, -2.8392, 1.8558], [1.4278, -1.7369, -1.3701], [0.7771, -3.0087, -1.4609], [0.1293, -3.3865, -2.6240], [0.1870, -2.5638, -3.7422], [0.8466, -1.3244, -3.6992], [1.4698, -0.9194, -2.5509], [4.1008, 0.2976, 0.5807], [3.9174, 0.2053, -1.1716], [2.4206, 0.3285, 2.2865], [1.5633, -0.0637, 4.5349], [0.4023, -2.1770, 5.0836], [0.1741, -3.9690, 3.3986], [1.1396, -3.6820, 1.1831], [0.8312, -3.7236, -0.6565], [-0.3673, -4.3463, -2.6740], [-0.2640, -2.8923, -4.6715], [0.8763, -0.6968, -4.5803], [1.9778, 0.0358, -2.5340], [-2.3226, 1.5426, -0.6262], [-2.0727, 0.5014, -1.6773], [-1.6679, -0.7769, -1.0330], [-2.6072, 2.4704, -1.1235], [-1.4271, 1.7467, -0.0387], [-3.1367, 1.2447, 0.0332], [-1.2964, 0.7880, -2.3863], [-2.9847, 0.2660, -2.2239], [-1.8032, -1.5111, -1.6475], [-4.2925, 0.6035, 7.3251], [-3.5517, 0.5088, 6.0366], [-2.7463, 1.5618, 5.5910], [-2.0257, 1.4793, 4.4230], [-1.2087, 2.6739, 4.0089], [-2.1209, 0.2744, 3.6426], [-1.3385, 0.2080, 2.4897], [-1.3551, -0.7545, 1.6415], [-2.9950, -0.7904, 4.0615], [-3.2189, -2.0294, 3.2468], [-3.6675, -0.6471, 5.2476], [-4.0382, 1.5002, 7.8835], [-4.0957, -0.2754, 7.9416], [-5.3685, 0.6061, 7.1312], [-2.6911, 2.4651, 6.1851], [-1.0600, 3.3352, 4.8587], [-1.7357, 3.2477, 3.2428], [-0.2234, 2.4239, 3.6140], [-0.6871, 1.0515, 2.2651], [-3.6662, -1.7821, 2.2825], [-3.8886, -2.7060, 3.7717], [-2.2866, -2.5534, 3.0320], [-4.3232, -1.4412, 5.5835]]
}

Relative energy (zero: lowest compared OMol25 entry of this formula, charge and spin)? In order: 48.1, 34.6, 45.0 kcal/mol.